{
  "formula": "C2H4N2O2",
  "method": "wB97M-V/def2-TZVPD",
  "homo_ha": -0.3683,
  "homo_lumo_gap_ev": 10.67,
  "total_energy_ha": -338.5586,
  "elements": ["O", "O", "N", "N", "C", "C", "H", "H", "H", "H"],
  "coordinates": [[1.33780, -0.57640, 1.05469], [-1.13770, -2.23036, 1.43457], [0.42904, 0.54543, -0.76069], [-0.87339, 0.05504, -0.70133], [-1.10342, -1.14095, 1.76013], [1.32898, 0.32654, 0.25375], [2.09177, 1.12835, 0.25855], [0.60051, 1.37521, -1.31248], [-1.49608, 0.78903, -0.37651], [-1.17750, -0.27189, -1.61068]],
  "lowdin_charge": [0.00, 0.01, -0.07, 0.01, -0.03, -0.35, 0.13, 0.12, 0.09, 0.09]
}



{
  "formula": "C95H75N5O15",
  "method": "wB97M-V/def2-TZVPD",
  "homo_ha": -0.2967,
  "smiles": "O=C1c2ccccc2C(=O)c2ccccc21.O=C1c2ccccc2C(=O)c2ccccc21.O=C1c2ccccc2C(=O)c2ccccc21.O=C1c2ccccc2C(=O)c2ccccc21.O=C1c2ccccc2C(=O)c2ccccc21.O=C1c2ccccc2C(=O)c2ccccc21.CC1(C)CCCC(C)(C)N1O.NC(N)=O.NC(N)=O",
  "homo_lumo_gap_ev": 6.18,
  "total_energy_ha": -5067.4307,
  "elements": ["O", "O", "O", "O", "O", "O", "O", "O", "O", "O", "O", "O", "O", "O", "O", "N", "N", "N", "N", "N", "C", "C", "C", "C", "C", "C", "C", "C", "C", "C", "C", "C", "C", "C", "C", "C", "C", "C", "C", "C", "C", "C", "C", "C", "C", "C", "C", "C", "C", "C", "C", "C", "C", "C", "C", "C", "C", "C", "C", "C", "C", "C", "C", "C", "C", "C", "C", "C", "C", "C", "C", "C", "C", "C", "C", "C", "C", "C", "C", "C", "C", "C", "C", "C", "C", "C", "C", "C", "C", "C", "C", "C", "C", "C", "C", "C", "C", "C", "C", "C", "C", "C", "C", "C", "C", "C", "C", "C", "C", "C", "C", "C", "C", "C", "C", "H", "H", "H", "H", "H", "H", "H", "H", "H", "H", "H", "H", "H", "H", "H", "H", "H", "H", "H", "H", "H", "H", "H", "H", "H", "H", "H", "H", "H", "H", "H", "H", "H", "H", "H", "H", "H", "H", "H", "H", "H", "H", "H", "H", "H", "H", "H", "H", "H", "H", "H", "H", "H", "H", "H", "H", "H", "H", "H", "H", "H", "H", "H", "H", "H", "H", "H", "H", "H", "H", "H", "H", "H", "H", "H"],
  "coordinates": [[1.78806, 1.26950, -2.77344], [-1.34288, 0.82106, 1.35991], [-0.28002, 7.08262, -2.45417], [-7.13575, -0.31297, -4.82658], [-5.00125, -5.92861, 4.16404], [3.87178, -3.18920, 8.36156], [-2.50253, 2.54679, -4.85090], [-5.26528, 3.58509, 2.28153], [8.27861, 0.41212, 1.41136], [1.12368, 0.25997, 5.25039], [-3.09745, -5.41053, -1.48074], [-1.23523, -1.84076, 4.06967], [3.06035, -0.62478, 0.71453], [3.73987, -1.27235, -7.26750], [0.34493, -4.62901, -5.79619], [-0.02068, 6.30787, -1.42187], [-3.13092, 3.39394, 1.95704], [0.38183, 0.39577, 0.05746], [-4.30570, 2.01484, 3.29651], [0.67486, 0.25529, 2.12968], [-3.15275, -0.32136, -1.79160], [4.53274, -2.37681, 2.49285], [-3.86403, 0.90235, -3.81712], [-3.60526, 1.97484, -4.83628], [7.07116, 0.15460, 1.38253], [-3.61236, -6.79938, -3.98829], [-5.20726, -2.89340, 1.29607], [-0.17067, 0.48554, 1.21080], [-4.06808, -4.99610, 4.18969], [-4.08324, -1.34984, -2.06670], [-1.37126, 7.66303, 0.31536], [-0.39306, -1.68816, -6.43507], [-0.41144, -4.85407, -4.81886], [6.59091, -2.87844, 3.62723], [-0.75874, 4.98737, -1.46355], [-0.23015, 4.86087, 1.01829], [-4.71755, 2.32014, -5.69938], [-2.89542, -5.92305, 6.17185], [5.43148, -1.25809, 6.81059], [-0.80597, -3.87906, -1.13152], [1.00619, -3.53758, -3.26628], [-5.06483, -1.08324, -3.04442], [-3.78091, -7.41833, -5.16402], [1.05516, 8.25096, -0.39199], [1.31096, -2.50702, 9.27592], [5.66378, 1.96745, -3.77770], [1.30041, -0.06957, -4.83163], [-6.88947, 1.87492, -6.70978], [2.13780, 0.72637, -3.83627], [-0.04645, -0.21313, -4.53429], [5.38253, 0.80497, -5.83707], [3.28559, -2.27409, 7.72965], [0.04733, 7.11425, -0.17234], [1.21678, -0.92798, 7.34938], [-1.46273, -5.91310, -4.78887], [6.10594, -0.33692, 6.08091], [-3.12207, -1.85921, 2.17136], [4.56332, 3.30490, -0.03959], [-2.30543, -5.35196, -2.39221], [5.11034, -1.23481, 1.96503], [0.32257, -3.09639, -0.93834], [4.02716, 0.57512, 5.26567], [-0.92454, -3.95301, 6.10218], [1.23446, -2.91476, -2.02586], [3.29995, -0.60913, -6.34548], [-1.88298, -3.95750, 5.10465], [-1.82312, -5.93296, 7.16136], [-0.08252, -0.55110, 7.74642], [5.36878, 0.57700, 5.33729], [-1.68190, -6.63763, -6.00617], [0.52977, 6.20061, 0.91613], [4.26212, -0.40719, 1.01583], [6.18451, 1.17294, 0.82201], [4.05234, -1.29940, 6.85328], [-2.99091, 0.74398, -2.75932], [7.25441, -1.79416, 2.93109], [0.06801, -2.02863, 9.79042], [-5.60497, 3.90852, -7.34872], [1.85660, -0.77930, -5.99036], [4.04504, 2.11833, 0.31104], [-2.45125, -6.06497, -3.70513], [-6.68376, 3.06018, -7.47670], [-0.17709, -4.31963, -3.46090], [4.35814, 1.76341, -3.43823], [6.50125, -1.00030, 2.10747], [-1.05606, -4.41866, -2.35241], [-4.24809, -1.88589, 1.31226], [-4.05316, -3.90544, 3.10542], [5.27294, -3.16298, 3.37467], [-0.80051, -4.94228, 7.08895], [4.09395, 0.33955, -5.45604], [-2.32470, 5.14924, -1.35721], [5.94774, 3.43280, -0.07126], [-3.08768, -2.84966, 3.11362], [3.33985, -0.36627, 6.03837], [1.87601, -0.30263, 6.12157], [-0.90707, -0.91945, -5.41821], [-4.30185, 2.98433, 2.48341], [0.97596, -1.63987, -6.68174], [3.57722, 0.93148, -4.23361], [6.73739, 2.47079, 0.41229], [-4.60322, 3.53532, -6.50603], [-0.37167, 4.24004, -2.76833], [-5.02352, -3.92287, 2.13306], [-2.84919, -7.33261, -6.22828], [4.86705, 0.94463, 0.70666], [-5.01605, 0.13370, -3.83817], [-0.62208, -1.09060, 8.98396], [-5.90492, 1.51862, -5.73799], [-6.08839, 0.34177, -4.81008], [-2.00619, -2.78175, 4.13438], [-2.99967, -4.85443, 5.22592], [1.86104, -1.97631, 8.06698], [6.23183, 1.41471, -4.91058], [-0.21629, 4.11808, -0.25714], [-2.32601, 2.78812, 1.88488], [1.54598, 5.87183, 0.69858], [-0.17581, 0.73699, -0.71241], [7.14572, -3.57875, 4.23398], [1.39031, 0.39858, 0.11288], [6.22167, 2.37411, -2.94717], [0.74896, 9.02885, -1.09145], [-7.54062, 3.28396, -8.09486], [-2.26120, -1.21194, 2.09174], [-0.50248, -2.23439, 10.68407], [3.00079, 1.89157, 0.15441], [8.25056, -1.47171, 3.19587], [-2.82845, 6.03956, -1.73361], [-3.70509, 4.13125, -6.43806], [0.58801, -2.51677, -0.06656], [-1.85164, -6.63255, 7.98366], [3.86456, 4.10986, -0.21333], [5.94206, 1.32402, 4.80840], [7.24212, 1.72683, -5.13036], [-5.63674, -4.80088, 1.99356], [-0.38732, 4.87969, -3.65076], [-4.68223, -7.98894, -5.33264], [0.04100, 4.14956, 1.79841], [-7.81614, 1.33143, -6.82066], [7.18215, -0.28588, 6.15535], [-3.32692, 4.19340, 1.37176], [0.01877, -4.91405, 7.79206], [0.58391, 6.71236, 1.87700], [-4.39736, -6.75806, -3.24769], [1.39235, 8.62953, 0.57294], [-1.04257, -2.34575, -6.99375], [5.78710, 0.58629, -6.81426], [1.95451, -3.05504, 9.94817], [1.78312, -3.41595, -4.00654], [3.46208, -2.48920, 2.40641], [-5.89867, -1.76920, -3.02056], [-1.38989, -4.02228, -0.23434], [5.97315, -2.04443, 7.31523], [-1.91582, 8.21094, -0.45364], [7.80311, 2.64579, 0.41459], [2.15180, -2.34525, -2.04954], [-2.20726, 1.45971, -2.55925], [-1.94342, -1.09221, -5.16813], [-0.95894, -6.63167, -6.80849], [0.65481, 3.87345, -2.76086], [-3.60255, -6.73936, 6.17334], [0.29104, 0.31030, 3.06229], [-3.52327, 1.44567, 3.58626], [-0.66453, 0.21241, 7.25174], [-0.70909, 3.15542, -0.12110], [-1.54367, -0.62712, 9.30377], [-1.02027, 3.37525, -2.90818], [-0.46053, 0.29141, -3.67383], [-2.89982, 4.33738, -1.80241], [-4.26601, -1.11810, 0.55293], [-4.18818, -2.27147, -1.51354], [-3.06321, -7.82012, -7.16792], [-5.63521, 4.81616, -7.93324], [-5.27383, 1.75582, 3.42202], [3.57040, 1.40278, 4.74343], [-2.60703, 5.13424, -0.30452], [1.93940, 7.78054, -0.82203], [3.96256, 2.30041, -2.58879], [6.38646, 4.38171, -0.34237], [0.77582, 3.78818, -0.56534], [-0.24546, -3.11330, 6.09034], [1.65854, 0.18125, 1.91289], [-2.38622, -0.37229, -1.03249], [-5.98883, -2.90478, 0.55082], [-2.10267, 6.87346, 0.48771], [-1.20796, 7.27145, -2.29645], [-1.17796, 8.16537, 1.26320], [4.87851, -4.13439, 3.63385], [-1.26247, 5.00101, 1.33886], [1.32971, -2.21398, -7.52533]],
  "lowdin_charge": [0.05, 0.00, 0.00, 0.09, 0.01, 0.06, 0.08, 0.09, 0.10, 0.05, 0.10, 0.09, 0.02, 0.10, 0.07, -0.17, 0.18, 0.20, 0.19, 0.22, -0.01, 0.01, -0.11, -0.28, -0.27, -0.04, -0.06, -0.80, -0.18, -0.06, -0.01, -0.07, -0.27, -0.04, -0.39, -0.19, -0.06, 0.02, -0.03, -0.03, 0.01, 0.03, -0.07, -0.03, 0.01, -0.08, -0.06, 0.02, -0.24, 0.00, 0.00, -0.23, -0.49, -0.09, -0.04, -0.06, 0.01, -0.08, -0.27, -0.08, -0.03, -0.01, -0.02, -0.04, -0.28, -0.06, -0.03, 0.02, -0.08, -0.01, -0.14, -0.18, -0.09, -0.06, 0.00, 0.03, -0.04, -0.08, -0.06, 0.01, -0.04, -0.06, -0.07, -0.02, -0.11, -0.08, -0.03, -0.07, -0.06, -0.04, -0.03, -0.01, -0.08, -0.10, -0.08, -0.21, -0.04, -0.87, -0.01, -0.07, 0.01, 0.02, -0.02, -0.04, -0.05, -0.05, -0.08, -0.04, -0.05, -0.28, -0.26, -0.08, -0.09, -0.05, -0.15, 0.06, 0.11, 0.11, 0.11, 0.06, 0.10, 0.08, 0.10, 0.09, 0.10, 0.10, 0.12, 0.08, 0.12, 0.09, 0.09, 0.12, 0.11, 0.11, 0.13, 0.08, 0.11, 0.12, 0.11, 0.12, 0.08, 0.09, 0.12, 0.12, 0.08, 0.11, 0.11, 0.11, 0.11, 0.12, 0.11, 0.12, 0.13, 0.07, 0.12, 0.10, 0.09, 0.10, 0.11, 0.07, 0.11, 0.10, 0.12, 0.11, 0.10, 0.10, 0.05, 0.09, 0.08, 0.08, 0.09, 0.11, 0.11, 0.13, 0.13, 0.04, 0.08, 0.10, 0.12, 0.10, 0.10, 0.09, 0.08, 0.12, 0.05, 0.08, 0.09, 0.11, 0.08, 0.12]
}



{
  "formula": "CH8NO3",
  "method": "wB97M-V/def2-TZVPD",
  "homo_ha": -0.1382,
  "charge": -1,
  "homo_lumo_gap_ev": 8.12,
  "total_energy_ha": -323.4042,
  "elements": ["O", "O", "O", "N", "C", "H", "H", "H", "H", "H", "H", "H", "H"],
  "coordinates": [[1.76930, 0.00544, -1.77709], [-0.38177, -0.02028, -0.04322], [1.33963, -1.94442, 0.73900], [-1.55075, 1.74906, 1.01251], [-1.57374, 0.55786, 0.07725], [0.69184, -1.19753, 0.51720], [-0.56255, 1.94098, 1.11018], [0.94825, 0.31041, -1.29857], [1.26054, -2.49534, -0.05149], [-2.39250, -0.08276, 0.46064], [2.25645, -0.46988, -1.08987], [-1.84567, 1.51849, 1.95182], [-1.93455, 1.00138, -0.87167]],
  "lowdin_charge": [-0.14, -0.32, -0.15, -0.04, -0.54, -0.01, 0.03, 0.01, 0.01, 0.08, 0.00, 0.01, 0.07]
}



{
  "formula": "C10H5Cl5O5Pd",
  "method": "wB97M-V/def2-TZVPD",
  "homo_ha": [-0.3583, -0.3565],
  "homo_lumo_gap_ev": [9.65, 6.31],
  "multiplicity": 3,
  "total_energy_ha": -3188.9922,
  "elements": ["Pd", "Cl", "Cl", "Cl", "Cl", "Cl", "O", "O", "O", "O", "O", "C", "C", "C", "C", "C", "C", "C", "C", "C", "C", "H", "H", "H", "H", "H"],
  "coordinates": [[-0.76178, 0.15382, 0.04558], [1.84594, 2.08694, 4.56449], [-1.86040, -2.33122, 2.11307], [1.13415, 2.07450, 1.30026], [0.65283, -0.35577, 6.25430], [-1.34780, -2.20351, 5.12096], [-0.08132, -1.13341, -2.03273], [-2.04106, 0.93167, -1.42919], [1.80306, 1.57329, -1.91321], [-1.33312, 1.64220, -3.44970], [1.12042, 1.08157, -3.97682], [-0.58745, -1.03651, 4.07252], [0.33955, -0.11774, 4.59690], [1.48502, 0.74878, -2.76663], [-0.25045, -0.10198, 1.91460], [-1.58613, 0.71686, -2.63101], [0.56442, 0.88288, 2.42138], [1.26023, -0.73680, -2.35840], [-1.16022, -0.70948, -2.92568], [-0.87647, -1.06190, 2.67471], [0.91027, 0.83954, 3.78481], [-2.03236, -1.39127, -2.58644], [1.88232, -0.95262, -1.53696], [-0.96514, -0.89113, -4.01876], [1.61923, -1.33566, -3.23675], [0.26625, 1.62697, -4.00128]],
  "mulliken_spin": [1.77, 0.00, 0.02, 0.04, 0.01, 0.00, 0.06, 0.05, 0.00, 0.02, 0.00, -0.03, 0.07, 0.01, 0.14, -0.01, -0.04, -0.01, 0.01, -0.10, -0.04, 0.00, 0.00, 0.00, 0.00, 0.00]
}



Per-record energy above the lowest of the compared OMol25 structures with the same formula, charge and spin, kcal/mol: 59.4, 0.0, 4.5, 29.0